Molecular formula: C35H73N3O20S3
Method: DFT, ωB97M-V/def2-TZVPD

```
134
Properties=species:S:1:pos:R:3:forces:R:3
H -1.7657 0.3009 -1.1003 0.404 -0.649 -0.117
O -4.4082 -1.0358 -0.4386 2.020 0.478 0.954
H -3.4452 -1.8479 -1.9222 0.648 -0.811 -0.230
O 3.7687 1.0493 5.4278 -1.824 -1.453 -0.910
H -3.1861 1.5485 3.4055 -0.384 -0.154 -0.151
C -1.7236 -0.8564 -4.6573 0.874 0.402 0.604
C 3.5531 4.9009 2.0533 0.904 -2.967 0.816
H 3.2825 -3.7498 -1.2913 -0.390 -0.584 0.131
H 6.4846 0.2646 -3.1451 0.116 0.094 -0.423
C 0.9187 -0.5135 3.7678 -1.675 0.367 -0.555
O -4.8758 -1.0796 6.5952 2.414 0.195 -4.940
C -5.7684 -1.3663 -0.4287 1.637 -1.893 0.847
C 2.9115 4.7758 0.7266 -0.923 -1.376 -1.627
H -0.6296 2.7839 -3.5404 -0.198 0.155 -0.244
C -0.9123 4.1224 1.3526 0.433 -0.480 1.090
H -6.6066 -3.3810 -0.1190 0.198 -0.317 0.383
C 5.5010 -0.0818 -3.4625 0.256 0.636 1.853
O -5.0451 -0.8752 3.9384 -0.610 -1.389 2.650
H 0.3855 2.1153 4.8184 0.039 -0.013 -0.341
C -0.3221 -5.4523 -2.7033 -0.714 0.583 0.997
H -6.1730 -0.7399 0.3664 -0.778 0.011 -0.559
H -2.0003 4.0703 1.3920 0.093 0.099 -0.485
O -2.1997 2.7050 -2.1928 0.709 -1.183 1.456
H -6.0744 -1.2061 -1.4625 -1.160 -0.158 0.222
H -3.7995 5.3216 -3.0925 -0.228 -0.130 -0.306
H 1.5626 3.3369 5.2196 -0.143 0.506 -0.429
S -4.1125 -1.1651 5.2950 0.421 -0.049 1.078
C -5.6590 -2.8657 0.0378 -0.152 -0.379 -0.941
H 4.6295 4.7334 2.0908 0.097 -0.325 -0.898
H -1.5402 5.4824 -2.4549 -0.309 -0.091 0.312
H -1.9620 0.1807 -4.4214 -0.161 0.015 0.468
C 0.6045 -5.0799 2.8737 1.386 -1.969 -0.758
C -0.4676 3.1832 2.5004 -0.817 -0.971 -0.686
H -4.5373 -4.0286 -1.6357 -0.758 0.464 -0.272
H 5.4399 1.2292 -5.3166 0.845 -0.066 0.434
H -3.7652 4.0369 -1.3172 1.210 -0.265 1.267
N 0.5372 3.5902 3.2926 -1.299 0.721 0.306
O 0.2939 0.5788 -1.3048 1.248 0.227 -0.376
O -0.8745 -4.3181 1.4213 -1.872 0.587 -3.644
H 4.3369 -0.6971 -6.5034 -0.148 -0.506 0.071
H 0.6960 -1.2445 2.9906 0.176 -0.077 0.236
C -0.5335 -1.3603 -3.8107 -3.921 1.838 -3.563
C -3.1824 0.4650 3.5239 0.465 0.814 -0.005
C 0.5550 -0.9524 5.2083 2.189 -0.202 -1.279
H 3.2320 4.2128 2.8353 -0.526 -0.218 -0.238
H 1.8525 4.5187 0.7460 -0.666 0.458 0.824
O 2.6761 -0.0801 -1.3035 -3.270 1.496 3.074
H -0.5211 -1.6063 -0.0420 -0.129 -0.347 0.198
O 1.9106 1.7952 0.2396 -0.325 -1.298 -0.647
O 2.2667 -0.0872 3.6264 1.733 -0.412 1.272
H 1.2517 -1.6631 -3.6003 0.789 0.352 -0.355
H -0.2543 3.6704 -2.0682 -0.152 -0.408 0.460
O -3.2517 -2.3736 5.0980 -2.089 3.307 0.095
H 1.2072 -3.9785 1.0835 -0.235 0.486 0.039
H 2.5707 -2.3846 -1.9994 -0.193 0.778 0.372
H -1.3592 5.1260 -4.1014 -0.056 -0.151 -0.226
H -2.5595 -1.5100 -4.4079 -0.008 0.207 -0.387
H 0.4553 -3.1574 -1.7783 -1.359 0.445 -0.374
C 2.3567 -3.1747 -1.2796 2.662 -0.084 0.237
C -4.3647 -0.2926 2.8419 0.926 -0.259 1.143
H -0.9138 -0.7133 1.4560 -0.293 0.346 -0.266
S 1.6250 0.5449 -0.4076 1.458 -1.361 -1.361
H 0.6192 -5.6463 0.8657 -0.266 0.174 -0.619
H -0.4830 3.6986 0.4447 -0.356 -0.054 -0.158
C -3.6299 -2.1518 -0.8918 -0.291 0.085 -0.780
C -3.4395 3.4315 -2.1631 0.173 0.092 0.712
O 5.5596 -1.4940 -3.5050 -1.445 -1.767 -1.397
H 0.6930 0.6861 -5.2814 -0.102 -0.032 0.550
H -5.2688 -2.9058 1.0547 -0.973 0.337 0.392
H -0.5698 5.1550 1.4189 -0.005 -0.024 0.204
H 5.9855 -0.9431 -5.8561 -0.112 -0.316 -0.348
H -1.4577 -0.7922 -5.7125 -0.168 -0.565 -0.050
H -0.9053 -5.8659 -1.8805 0.036 -0.246 0.200
C -4.4205 -3.4730 -0.7052 -0.022 1.170 -0.700
H -3.7608 -4.1522 -0.1654 -0.540 0.047 0.796
H 4.8433 0.1168 -2.6163 -0.180 0.601 -0.038
C 1.1219 2.7919 4.3848 0.328 0.026 -1.173
H -0.5576 -4.4776 4.5658 -0.461 -0.146 -0.142
C 4.9340 -0.8148 -5.5992 -0.714 0.407 0.296
C 3.3485 6.2766 2.4120 1.214 2.708 1.540
C -0.4234 -0.6567 0.4842 -0.677 -1.214 -0.583
N 0.6455 -1.2152 -4.2727 3.925 0.666 -0.433
H -0.1902 -6.2363 -3.4490 -0.022 0.393 -0.021
H -4.2818 2.7425 -2.2242 0.325 -0.399 -0.651
N 1.2116 -3.8195 -1.6799 -0.724 0.503 0.393
O 3.0815 6.0085 0.0610 0.744 0.410 0.597
H 2.1559 -2.8152 -0.2703 0.141 0.762 -0.030
H 4.3154 6.5901 2.8054 -0.311 0.484 0.639
H -0.9148 -4.5854 -2.9952 0.109 -0.043 -0.487
H 0.6905 -2.0147 5.4114 -0.378 -0.066 -0.170
H 0.3480 0.3965 3.5825 -0.258 -0.184 -0.342
H -3.6443 3.8385 -4.1058 0.647 0.718 -0.875
C -0.3430 -4.1743 3.5411 1.930 2.381 3.215
C -3.2497 4.3946 -3.2554 -0.456 0.574 -0.915
H 2.2395 7.5459 1.1025 0.036 0.394 -0.047
H -0.4471 -0.6007 5.4538 0.291 0.145 0.381
H 4.0106 0.9939 -4.5407 -0.677 -0.741 -0.166
C 4.9266 0.4452 -4.7599 0.294 1.109 -0.329
H 1.6602 -5.0473 3.1433 -0.151 0.249 0.706
H 2.2629 -0.0810 -4.9360 -0.244 0.011 0.056
H -4.0207 -1.1200 2.2212 0.102 0.324 -0.329
H 0.7912 4.5530 3.1231 0.365 -0.194 0.348
S 3.0853 -0.1727 5.0487 -0.990 -0.008 0.845
O -1.0527 2.0713 2.5709 1.353 1.418 0.204
C 3.1872 7.0074 1.1093 -1.276 0.314 -0.949
O 3.8841 -1.3719 5.1104 -1.508 0.861 -0.211
H 4.7612 -2.8632 -4.9921 0.833 -0.250 0.627
H 1.9096 2.3006 3.8134 0.174 -0.713 0.973
C 1.0201 -5.0445 -2.1656 -1.693 -2.134 -2.262
C -0.8654 0.4254 -0.4987 -0.360 0.980 1.921
O 1.9377 -5.8060 -2.3869 1.984 -0.091 0.710
H -2.1950 0.1851 3.1567 -0.200 -0.407 -0.026
H -2.7193 -2.3189 -0.3165 0.255 0.943 -0.034
H -5.1098 0.3187 2.3326 0.349 0.109 0.010
H 2.6023 6.4769 3.1809 -0.266 0.065 -0.271
H -1.8175 -2.8389 2.5205 0.095 -0.030 0.308
C 1.2216 -0.2638 -5.2012 -0.070 -0.048 -0.926
H -2.2614 -4.5286 3.0162 -0.673 0.094 -0.971
C 4.6106 -1.8809 -4.5444 1.230 0.126 -1.314
H 3.5497 -1.9310 -4.2992 -0.276 0.658 0.797
O -0.7170 -2.0231 -2.8436 -0.870 -2.792 4.359
H 1.1952 -0.6680 -6.2132 0.171 -0.149 -0.067
C 0.4768 -4.7162 1.4159 -0.882 -0.705 1.717
H 0.3009 -6.1229 2.9637 -0.055 -0.123 0.093
C -1.0526 3.4286 -2.7699 -1.994 -0.040 0.526
H 4.0034 7.7032 0.9151 -0.050 -0.170 -0.296
O 1.5978 -0.2784 5.9048 2.190 0.826 0.832
H -1.0476 1.3379 0.0691 0.121 0.260 -0.052
O -3.2120 0.2826 4.9611 -1.450 -2.658 0.478
C -1.4792 -3.8679 2.6423 1.299 -1.572 -0.083
H 0.2768 -3.2900 3.6889 -0.197 0.541 0.126
O 0.9669 -0.4880 0.7744 1.534 1.586 -2.032
H 3.1853 3.9343 0.0902 1.083 0.237 -0.092
C -1.7510 4.6960 -3.1796 0.426 1.025 -1.475
```
Positions in Å, forces in eV/Å.

* 2S+1: 2
* DFT total energy: -115387.0476 eV
* lowest unoccupied orbital energy (alpha / beta): -2.3129 / -7.9172 eV
* <S²>: 0.779
* total charge: +1
* frontier orbital gap (alpha / beta): 0.3252 / 0.1192 hartree
* HOMO energy (alpha / beta): -11.16 / -11.16 eV